This record from OMol25 describes a molecular structure, C11H10BrF3MnO3S at a distorted geometry. The level of theory is ωB97M-V/def2-TZVPD.

Geometry as XYZ:
```
30
Properties=species:S:1:pos:R:3:forces:R:3
C 1.473 1.898 0.531 -0.71 0.04 0.90
C 0.475 2.717 -0.038 -0.24 -0.49 0.85
C -0.794 2.282 0.455 0.90 0.42 0.68
H 0.622 3.565 -0.705 0.04 -0.40 -0.06
C -0.607 1.215 1.351 0.56 0.54 -0.24
C 0.806 0.965 1.433 0.07 0.19 -0.97
H 1.304 0.359 2.181 -0.08 0.07 0.02
H 2.549 1.939 0.352 -0.32 0.08 0.07
H -1.729 2.781 0.236 -0.02 -0.31 -0.19
H -1.383 0.665 1.876 0.15 0.13 -0.13
Mn 1.343 -0.719 -0.231 -3.42 3.56 0.22
Br 1.743 0.438 -2.312 0.13 0.41 -1.54
C 1.517 -2.961 -0.036 0.96 -0.32 -0.18
C 1.824 -2.478 1.265 0.54 0.05 0.06
C 2.880 -1.521 1.153 0.95 -1.55 -0.18
H 1.374 -2.819 2.195 -0.12 0.35 -0.30
C 3.306 -1.479 -0.217 0.40 -1.68 0.45
C 2.442 -2.370 -0.966 1.20 -1.13 0.96
H 2.498 -2.582 -2.026 -0.12 0.27 0.20
H 0.765 -3.707 -0.279 0.09 0.28 0.02
H 3.377 -1.023 1.979 -0.26 0.09 -0.20
H 4.110 -0.867 -0.609 -0.30 -0.07 -0.04
F -4.202 2.268 -0.836 -0.19 -0.30 0.16
C -4.270 0.973 -0.472 0.74 -0.56 -0.05
F -3.961 0.903 0.851 -0.42 0.14 -0.65
F -5.550 0.565 -0.627 -0.04 0.29 0.30
S -3.136 -0.121 -1.497 2.01 0.79 0.25
O -3.279 -1.425 -0.864 -0.44 0.34 -0.33
O -3.678 0.041 -2.835 -0.40 -0.30 0.28
O -1.819 0.499 -1.307 -1.68 -0.91 -0.37
```
Positions in Å, forces in eV/Å.

Output
Charge = -2
DFT total energy = -138062.7980 eV
Orbital gap (alpha / beta) = 5.335 / 5.506 eV
F_max = 0.096 hartree/bohr
Molar mass = 414.101 g mol⁻¹
2S+1 = 6
<S²> = 8.76

Atom charges from the natural (NBO) analysis, given in e for atoms 1 to 5: -0.361 -0.314 -0.274 0.186 -0.328